The following is a DFT calculation (ωB97M-V with the def2-TZVPD basis set) of a cluster of 2 separate species, C6H15NO3 in total in a non-equilibrium geometry.

Geometry as XYZ:
```
25
Properties=species:S:1:pos:R:3:forces:R:3
C -1.5901 1.7385 -0.9522 -0.2 0.2 0.1
C -0.5538 -1.0023 0.1609 1.4 0.2 0.1
C -1.3750 2.4283 0.3576 0.2 0.1 -0.1
C -0.7464 -1.5202 -1.2595 0.2 0.0 0.1
O -0.7401 1.5629 -1.7882 -0.2 0.1 -0.2
H 0.8673 0.7922 -1.0377 0.2 0.0 0.8
H -2.6325 1.4128 -1.1374 0.0 -0.1 -0.1
H -0.6892 -1.8257 0.8661 -0.1 -0.1 0.0
H -1.3193 -0.2688 0.4176 0.1 0.1 0.1
H -2.0069 2.0042 1.1341 -0.1 0.0 0.0
H -0.3261 2.3847 0.6383 0.0 0.0 0.0
H -1.6660 3.4716 0.2265 -0.1 0.1 0.0
H -0.5657 -0.7485 -2.0022 -0.1 0.0 -0.1
H -0.0555 -2.3298 -1.4780 0.0 -0.1 0.0
H -1.7585 -1.8968 -1.3830 -0.1 0.0 -0.1
C 1.0323 -0.2289 2.0027 0.1 0.0 -0.5
N 1.9637 -1.3879 0.1170 0.8 0.0 0.1
C 0.9176 -0.4353 0.4902 -1.5 -0.6 0.1
O 2.2293 -1.3599 -1.2869 -0.5 -0.2 0.0
O 1.2066 0.7795 -0.1151 0.0 0.3 -0.7
H 2.9340 -0.7094 -1.3807 0.0 -0.1 0.2
H 1.6741 -2.3400 0.3212 0.0 0.1 -0.2
H 0.2355 0.4241 2.3440 -0.2 0.0 0.1
H 0.9756 -1.1806 2.5235 0.0 -0.1 0.1
H 1.9894 0.2355 2.2211 0.1 0.0 0.0
```
Forces are in eV/Å.

Summary:
- Max |F|: 0.0321 Eh/bohr
- Charge: 0
- HOMO energy: -8.84 eV
- ΔE to the lowest compared entry with this formula, charge and spin: 66.8 kcal/mol
- Kohn-Sham gap: 0.357 Ha
- SMILES string: CC[C@](C)(O)NO.CC=O

Mulliken population analysis, charges in e, atoms 1 to 2: 0.154 -0.680